# 1
56
Properties=species:S:1:pos:R:3:forces:R:3 method="wB97M-V/def2-TZVPD" relative_energy_ev=1.722 e_homo_ha=-0.3175 lumo_ha=0.026 gap_ev=9.3428 max_force_ev_per_a=0.618 charge=0 smiles="COc1cccc(CN2C[C@@H](C(=O)NCCN3CCOCC3)CCC2=O)c1"
O 0.096 -0.206 3.266 -0.1556 0.3601 0.1875
O 1.902 5.429 -0.486 -0.1366 -0.3145 0.0585
O -6.044 -2.176 -0.684 -0.1142 0.1200 -0.0473
O 1.283 -1.937 -1.398 -0.1779 -0.2576 -0.2692
N -3.322 -2.107 0.129 0.0055 0.0899 -0.0712
N 1.773 -0.219 -0.009 -0.1434 0.1379 -0.1156
N -0.028 -1.895 1.778 -0.2095 -0.2502 -0.1879
C 2.485 1.721 -2.235 0.0589 0.0040 -0.0766
C 0.640 -0.972 2.497 0.5950 -0.1610 0.0467
C -5.687 -2.210 0.677 0.1383 0.1502 0.3394
C 2.414 0.171 1.222 0.2696 -0.0234 0.4210
C -1.470 -1.971 1.745 -0.2384 0.0760 -0.0367
C 2.808 -2.225 1.816 0.0557 0.0468 0.0409
C 1.590 1.895 -1.182 -0.0420 0.1998 0.0589
C -2.011 -1.540 0.375 0.0378 -0.2169 0.1465
C 2.158 -0.917 2.279 -0.0400 0.2465 0.1057
C 3.197 2.802 -2.714 -0.0521 -0.2152 0.0074
C 1.430 3.148 -0.625 0.0093 0.0750 -0.0610
C 1.919 -1.480 -0.464 0.3751 -0.1126 -0.0472
C 2.145 4.244 -1.111 0.0322 -0.0951 -0.0523
C -4.364 -1.485 0.930 -0.2739 -0.2237 -0.0680
C -5.030 -2.755 -1.471 0.3258 0.0307 -0.2429
C 2.586 6.576 -0.927 0.1202 0.1868 -0.0766
C -3.694 -2.038 -1.275 -0.2971 -0.1836 -0.0193
C 3.036 4.063 -2.162 -0.0300 0.4025 0.1493
C 0.847 0.704 -0.638 -0.1117 -0.0317 -0.1881
C 2.977 -2.270 0.287 -0.0734 -0.2269 -0.0890
H 3.493 0.304 1.078 -0.0638 0.0876 0.0740
H 3.941 -1.832 0.015 0.0043 -0.0034 -0.0027
H 0.095 1.019 0.093 0.0026 -0.0242 -0.0561
H -4.105 -1.568 1.985 -0.0439 0.0508 0.0487
H 2.611 0.742 -2.670 0.0262 -0.1360 -0.0687
H -2.925 -2.533 -1.871 -0.0046 0.0318 -0.0327
H -5.363 -2.676 -2.507 0.0648 -0.0558 0.0400
H -1.783 -3.003 1.934 -0.0491 0.0966 -0.0007
H 2.234 7.390 -0.295 0.0573 -0.0256 -0.0722
H 2.965 -3.296 -0.079 -0.0014 0.1348 -0.0726
H 3.889 2.670 -3.533 0.0522 -0.0076 -0.0719
H -5.590 -3.254 1.011 -0.0233 0.0856 0.0153
H 3.604 4.889 -2.560 0.0317 0.1004 -0.0054
H -4.481 -0.417 0.674 0.0279 -0.0210 0.0483
H -1.337 -1.926 -0.396 0.0071 0.0771 0.0054
H 2.218 -3.078 2.158 0.0698 0.0015 0.0145
H -6.501 -1.728 1.221 0.0710 -0.0573 0.0309
H -2.015 -0.439 0.302 0.0484 -0.0194 -0.0412
H -3.791 -0.992 -1.617 0.0256 -0.0399 -0.0185
H 1.993 1.123 1.549 0.0615 -0.0472 -0.0253
H 0.744 3.312 0.192 -0.1078 -0.0038 0.1287
H 0.361 0.151 -1.446 -0.0111 0.1087 0.1636
H 3.669 6.469 -0.808 -0.0432 -0.0018 -0.0203
H 2.587 -0.588 3.229 -0.1235 -0.0398 -0.0676
H -1.836 -1.327 2.546 0.0101 -0.1476 -0.0472
H 2.356 6.805 -1.973 0.0211 -0.0186 0.0368
H -4.910 -3.815 -1.202 0.0016 0.0636 -0.0589
H 0.450 -2.433 1.073 0.0305 0.0253 0.1327
H 3.793 -2.319 2.277 -0.0700 -0.0285 0.0104

***

# 2
59
Properties=species:S:1:pos:R:3:forces:R:3 method="wB97M-V/def2-TZVPD" e_homo_ha=-0.0587 lumo_ha=0.017 gap_ev=2.0578 max_force_ev_per_a=7.764 charge=-1
S -4.137 -2.987 2.120 -0.9369 1.4609 -0.8094
O 2.481 1.006 -2.112 -1.6861 -0.4232 2.4355
O 5.280 -3.047 3.151 0.0368 -0.4100 -0.0926
O -0.679 5.665 -3.552 0.7612 0.4529 0.1630
O -5.865 -0.687 1.492 -0.4912 -0.1402 -0.2866
O 2.730 6.237 -4.315 -0.9112 -0.7456 -0.0156
N -6.270 -2.448 0.049 2.1224 3.3484 4.3251
N 5.161 -5.287 2.658 0.5211 0.4941 0.5945
N 1.538 -0.496 -0.289 2.3705 -0.9088 -0.0467
N -7.099 -1.398 -0.235 0.0480 3.1365 2.0813
C -3.197 3.874 0.394 -0.3360 -0.7167 0.1015
C -0.022 1.278 -1.528 2.0583 -3.4387 2.1812
C 2.884 -1.098 -0.084 4.3875 1.0695 3.0077
C 4.107 -1.276 0.401 -6.0492 1.1357 -2.1511
C -1.228 0.774 -0.624 1.4722 -0.4350 -0.2646
C -0.081 2.456 -2.614 0.1584 0.3681 0.7857
C -2.665 1.488 -0.806 0.4897 -1.0644 0.6715
C -6.933 -0.238 0.622 2.5938 -7.1624 -1.5024
C -2.430 -2.463 1.508 0.9181 0.4802 -0.3494
C 1.602 5.537 -4.321 2.3824 -0.3291 -1.0571
C 5.665 -6.622 2.900 -0.2037 0.1769 -0.1623
C -1.026 -0.393 0.466 3.9133 1.0067 -2.6051
C 1.378 0.564 -1.294 -4.0410 2.6617 -1.0413
C 5.660 -4.193 3.310 -0.3064 -0.2210 -0.3348
C -5.443 -2.022 1.204 -3.2510 1.3121 -3.9220
C 4.093 -5.103 1.693 -0.0033 0.3335 0.0013
C -2.248 -0.863 1.401 0.5518 0.3682 0.2299
C 0.446 6.372 -3.559 -2.2126 0.5667 1.0247
C -3.012 2.278 0.589 0.6474 0.0478 0.0502
C 0.427 -0.994 0.569 -4.3429 1.5519 -0.1541
H 0.631 -1.845 1.332 0.0585 1.8299 -1.7458
H -2.752 4.163 -0.626 -0.6466 -0.1618 1.6899
H -2.084 2.129 1.282 -1.7676 0.1115 -1.1780
H -7.495 0.765 0.631 1.4249 -1.9418 0.2596
H 2.544 1.996 -2.011 -0.2262 -1.3612 -0.0954
H 1.623 4.546 -3.830 0.0933 0.1241 0.7391
H -3.248 -0.380 1.077 1.8846 -0.7854 0.2350
H 6.462 -6.612 3.645 -0.0958 0.0820 -0.0757
H 0.875 6.641 -2.576 0.1822 -0.6239 0.2539
H 4.846 -7.251 3.259 0.1595 -0.1527 -0.0056
H -2.027 -0.435 2.464 -0.5064 -0.8712 -1.7851
H -2.725 2.179 -1.735 0.3817 -1.1214 1.7400
H -1.683 -2.852 2.311 -1.5705 0.4299 -1.2536
H 6.466 -4.442 4.019 0.0112 -0.1228 -0.0058
H -3.430 0.636 -1.002 1.0356 1.4406 0.4006
H 5.149 -1.335 0.905 -2.5709 -0.1289 -1.3150
H -2.221 -3.039 0.536 -0.3221 1.1944 1.3663
H -1.140 2.621 -3.056 1.9901 -0.4514 0.7563
H 3.234 -4.649 2.193 -0.0088 0.0023 -0.2082
H 0.417 7.357 -4.059 -0.0821 -0.2522 -0.6963
H 6.055 -7.030 1.963 0.0318 -0.1728 0.1325
H 0.708 2.352 -3.461 -1.5637 -0.1806 1.5282
H -3.927 1.786 1.105 1.4603 0.9400 -0.8133
H 4.436 -4.428 0.904 -0.2340 -0.0292 -0.0031
H 0.191 3.459 -2.078 -0.5898 -1.5859 -0.9718
H 3.801 -6.060 1.257 0.1207 0.0774 0.1258
H -4.332 4.098 0.404 1.9041 -0.0389 -0.0857
H 1.176 5.282 -5.309 -0.1965 0.6015 -0.2361
H -2.667 4.437 1.258 -1.0185 -0.8280 -1.6108

***

# 3
66
Properties=species:S:1:pos:R:3:forces:R:3 method="wB97M-V/def2-TZVPD" relative_energy_ev=1.226 e_homo_ha="-0.3870 / -0.3870" lumo_ha="-0.101 / -0.109" gap_ev="7.7932 / 7.5574" spin_multiplicity=2 max_force_ev_per_a=2.659 charge=+1 s_squared=0.835
Fe 1.076 0.509 -0.811 -1.2419 -2.1238 1.0076
Cl 5.143 1.515 0.914 -0.0059 -0.0073 0.0069
S -3.254 -0.928 0.437 -0.1784 0.0457 -0.0545
O 2.869 -0.216 -0.589 0.7580 0.1990 -0.4045
O -3.812 -2.066 -0.210 0.0181 -0.0058 -0.0473
O -3.568 0.414 0.030 -0.0434 -0.1102 0.0253
O 3.033 1.671 -1.709 0.7691 -0.0673 0.0263
N 0.424 -1.601 -0.622 0.3155 0.4573 -0.0140
N -3.860 -1.283 6.286 0.0366 0.0215 0.0060
N 0.857 -0.046 -2.819 0.7099 1.0566 -0.6418
N -1.092 -3.244 0.189 0.1650 -0.1165 -0.0970
N -1.603 -0.964 0.191 0.2590 -0.0946 0.1778
N 1.523 2.623 0.317 0.3121 -0.1479 -0.3782
N -0.450 1.410 -1.012 -0.8558 0.3665 0.3127
N 1.515 0.128 -4.921 0.0028 0.0113 -0.0010
N 1.058 0.223 1.349 0.2762 0.3091 -0.2026
C -0.198 -4.181 -0.109 -0.0766 0.0056 0.0417
C -4.039 0.011 2.859 0.0482 0.0282 0.0220
C -3.023 -2.181 2.834 -0.0877 -0.0526 -0.0171
C -3.456 -1.040 2.163 0.1060 -0.0063 0.0517
C -4.187 -0.075 4.229 -0.0178 -0.0041 -0.0085
C 1.042 -3.891 -0.657 -0.0218 0.0700 -0.0273
C -0.696 2.778 -0.566 0.0862 -0.0039 0.0521
C -3.750 -1.211 4.922 -0.0112 -0.0127 0.0087
C 5.038 0.797 -0.725 0.0299 -0.0172 0.0464
C -0.746 -2.000 -0.100 -0.4743 0.4656 0.1785
C 1.890 -0.028 -3.648 0.1097 -0.3435 0.1014
C 1.285 2.588 1.755 -0.0819 -0.0599 0.0677
C 1.316 -2.559 -0.885 -0.0186 -0.1069 -0.1863
C -3.162 -2.262 4.201 -0.0077 -0.0049 -0.0020
C 0.649 3.482 -0.470 -0.2817 -0.0766 -0.0432
C 0.145 0.240 -4.928 0.0155 -0.0856 -0.0221
C 0.504 1.334 2.131 -0.0878 0.0433 -0.0198
C 3.569 0.757 -1.067 -0.3052 0.1377 -0.0215
C -0.246 0.138 -3.635 -0.2053 -0.3006 0.2390
C 2.403 0.229 -6.073 -0.0387 -0.0495 0.0264
H -1.250 1.055 -1.515 -0.0158 0.0407 -0.1492
H 2.919 -0.164 -3.367 -0.0111 0.1287 0.0010
H 0.559 1.153 3.206 0.0412 0.0092 0.0135
H -2.832 -3.150 4.726 0.0025 0.0051 0.0038
H -0.550 1.430 1.867 0.0154 -0.0138 0.0434
H -0.415 0.356 -5.838 -0.0161 0.0120 0.0101
H 5.579 1.446 -1.404 -0.0060 -0.0033 -0.0046
H 0.750 3.479 2.097 0.0210 0.0132 0.0165
H 1.087 3.550 -1.465 -0.0155 0.0700 -0.0182
H 2.494 2.808 0.116 0.0418 0.2134 -0.0176
H 2.261 -2.224 -1.289 -0.0143 -0.0254 0.0231
H 0.547 4.489 -0.053 -0.0015 -0.0111 0.0511
H -2.595 -3.005 2.276 0.0098 0.0112 -0.0075
H -4.652 0.737 4.773 0.0054 0.0010 0.0024
H -1.364 3.298 -1.256 0.0425 -0.0090 -0.0578
H 0.641 -0.660 1.622 -0.0790 0.0480 -0.0323
H 3.001 1.135 -6.009 0.0027 0.0043 -0.0041
H -1.257 0.110 -3.268 0.0247 0.0833 0.0271
H -1.205 2.777 0.407 0.0178 0.1147 -0.0553
H -3.751 -2.177 6.731 -0.0163 -0.0081 -0.0057
H -1.213 -0.028 0.072 -0.0272 -0.0683 -0.1093
H -4.476 -0.642 6.753 -0.0123 -0.0045 -0.0071
H 1.761 -4.662 -0.885 0.0041 0.0029 0.0091
H 2.058 0.131 1.520 0.0117 -0.0227 0.0546
H 3.051 -0.643 -6.123 0.0121 0.0070 -0.0037
H -4.378 0.888 2.325 0.0061 -0.0007 -0.0116
H 5.477 -0.195 -0.678 -0.0071 -0.0023 0.0122
H 1.795 0.266 -6.973 0.0099 -0.0018 -0.0078
H -0.485 -5.202 0.120 -0.0125 0.0052 -0.0052
H 2.253 2.573 2.259 -0.0099 -0.0187 0.0196

***

# 4
57
Properties=species:S:1:pos:R:3:forces:R:3 method="wB97M-V/def2-TZVPD" relative_energy_ev=0.030 e_homo_ha=-0.3511 lumo_ha=0.015 gap_ev=9.9524 max_force_ev_per_a=0.065 charge=0 smiles="CC[C@H](C)[C@@H](CC(=O)N[C@@]1(CO)CC[C@H](C)C1)NC(=O)c1cncc(Cl)c1"
Cl -4.460 0.563 -3.239 0.0012 0.0009 0.0015
O -2.294 0.477 1.056 -0.0171 -0.0089 0.0123
O 1.507 0.277 -1.409 -0.0080 -0.0280 0.0146
O -1.964 -2.504 3.560 0.0173 0.0183 -0.0055
N 0.072 1.719 -0.405 0.0420 0.0288 0.0019
N -0.856 0.203 -4.831 0.0096 0.0068 -0.0007
N -0.597 -0.953 1.548 -0.0139 -0.0010 0.0155
C -0.489 -2.674 -1.067 -0.0323 -0.0372 -0.0083
C -1.263 -2.222 1.226 0.0313 0.0065 0.0110
C -2.737 0.535 -3.407 -0.0094 -0.0022 -0.0120
C -2.402 -2.472 2.209 0.0025 -0.0356 0.0040
C 2.531 3.320 0.059 -0.0059 0.0068 0.0066
C 0.441 0.871 -1.396 -0.0118 0.0375 -0.0519
C 0.749 1.742 0.884 -0.0309 -0.0096 0.0032
C -0.068 0.413 -3.782 -0.0171 -0.0177 -0.0094
C -1.923 0.768 -2.315 0.0152 0.0058 0.0092
C -0.184 -3.309 1.248 -0.0155 0.0062 -0.0091
C 1.401 -4.315 -0.490 -0.0042 -0.0065 0.0012
C 1.467 3.074 1.132 -0.0020 0.0099 -0.0007
C 3.019 4.764 0.007 -0.0056 -0.0089 0.0119
C -1.725 -2.266 -0.239 -0.0019 0.0074 -0.0127
C -0.549 0.707 -2.511 0.0105 -0.0038 0.0066
C 0.594 -3.103 -0.056 0.0345 0.0214 0.0295
C 2.078 3.104 2.532 0.0082 0.0052 -0.0042
C -2.170 0.262 -4.643 0.0013 0.0082 0.0033
C -0.286 1.406 1.971 0.0140 -0.0071 0.0152
C -1.175 0.267 1.507 0.0301 0.0031 -0.0131
H -0.936 2.263 2.155 0.0051 0.0077 -0.0046
H 2.688 3.995 2.671 -0.0052 0.0041 0.0091
H 2.199 5.441 -0.240 -0.0014 -0.0004 0.0030
H 1.000 0.339 -3.942 0.0037 0.0071 0.0051
H 1.321 3.103 3.316 0.0014 0.0037 -0.0030
H -0.848 2.127 -0.448 -0.0075 -0.0107 0.0014
H 2.129 3.049 -0.918 -0.0073 -0.0081 -0.0044
H -3.127 -1.663 2.140 -0.0058 -0.0037 0.0006
H -2.502 -3.030 -0.319 -0.0117 0.0088 -0.0092
H -2.175 -1.325 -0.545 0.0168 -0.0028 0.0134
H -2.358 0.943 -1.336 -0.0051 -0.0011 -0.0044
H 1.498 0.948 0.833 0.0086 0.0054 -0.0016
H 3.372 2.642 0.239 0.0006 0.0011 0.0047
H 0.711 3.868 1.060 0.0054 0.0015 -0.0097
H 0.220 1.156 2.904 -0.0213 -0.0146 0.0024
H -0.679 -4.286 1.234 -0.0027 -0.0020 -0.0056
H 2.726 2.235 2.681 -0.0015 -0.0014 0.0013
H -0.123 -1.864 -1.696 -0.0020 0.0034 0.0007
H 1.916 -4.123 -1.432 0.0023 0.0019 0.0018
H 0.272 -1.021 2.051 0.0022 -0.0004 -0.0059
H 0.748 -5.180 -0.635 -0.0007 0.0016 -0.0003
H 1.281 -2.262 0.082 -0.0059 0.0066 -0.0151
H -2.902 -3.409 1.937 -0.0054 0.0029 -0.0039
H 2.155 -4.582 0.254 0.0002 -0.0025 0.0013
H -0.735 -3.504 -1.735 0.0036 -0.0044 0.0101
H 3.791 4.887 -0.753 -0.0034 0.0002 -0.0047
H 0.450 -3.271 2.139 -0.0009 0.0019 -0.0025
H 3.442 5.091 0.958 0.0149 0.0002 -0.0068
H -2.804 0.082 -5.503 -0.0037 -0.0039 0.0023
H -1.445 -3.303 3.696 -0.0157 -0.0082 0.0047